Density functional theory data (wB97M-V/def2-TZVPD) for a molecular structure, C32H42CdN10OS3.

```
89
Properties=species:S:1:pos:R:3:forces:R:3
Cd 0.141218 0.676857 0.063326 0.077 0.005 0.004
C 2.178347 -1.663492 2.439020 -0.015 -0.007 0.000
C 0.825337 -1.557062 2.154776 0.016 -0.007 0.010
C 0.667750 -1.525837 0.729640 -0.046 0.033 0.024
C 1.987172 -1.651125 0.177232 0.004 0.006 0.000
C 2.896502 -1.708145 1.213799 0.003 0.000 -0.007
H 2.615488 -1.758824 3.425198 0.003 -0.003 -0.004
H 0.020999 -1.577472 2.877155 -0.006 0.003 -0.003
H -0.244504 -1.831128 0.224523 0.002 -0.013 0.004
H 2.235894 -1.672006 -0.874224 0.006 0.003 0.006
H 3.971557 -1.754833 1.112058 0.000 0.001 0.001
C -2.260757 -0.075883 2.204739 0.013 0.010 0.010
N -3.287411 0.568515 1.432699 -0.010 -0.010 -0.002
C -4.002752 1.714415 1.961341 -0.002 0.001 0.005
C -4.949358 2.001047 0.809748 -0.006 -0.004 -0.002
N -4.171261 1.568933 -0.346044 0.005 0.026 -0.001
C -4.903663 1.484823 -1.592061 -0.003 -0.004 0.000
C -3.181689 0.693017 0.069339 0.007 -0.014 -0.012
N -2.268001 0.073373 -0.594971 -0.042 -0.026 0.007
C -2.224241 0.157546 -2.042073 0.011 0.006 0.000
C -1.048125 -0.656258 -2.546691 0.012 -0.006 -0.005
N 0.202857 0.011931 -2.203541 -0.020 0.054 -0.028
C 1.262693 -0.280780 -2.879428 -0.007 -0.024 0.008
N 2.393824 0.484540 -2.857854 0.004 -0.001 0.004
C 2.330703 1.873993 -2.443088 -0.005 0.016 -0.010
C 3.236710 0.120445 -3.983434 0.001 0.002 -0.006
C 2.833961 -1.324740 -4.211632 0.017 0.003 0.021
N 1.445439 -1.345307 -3.750035 0.009 -0.005 0.011
C 0.912443 -2.665381 -3.414595 -0.007 0.002 -0.004
H -2.649454 -0.278970 3.203802 -0.002 0.000 -0.002
H -1.363223 0.541376 2.305431 0.004 0.002 -0.003
H -1.993923 -1.017633 1.730736 0.007 -0.002 -0.001
H -3.323677 2.557345 2.134490 0.001 -0.001 -0.001
H -4.519925 1.462373 2.886964 0.000 -0.001 0.000
H -5.205837 3.057145 0.723189 0.002 0.001 0.002
H -5.870346 1.408919 0.898131 0.000 -0.001 -0.002
H -5.610353 2.314546 -1.611756 -0.001 0.001 0.000
H -5.475152 0.552701 -1.680839 -0.001 -0.001 0.001
H -4.256778 1.588300 -2.456674 -0.001 -0.002 0.000
H -2.102211 1.193948 -2.386034 -0.001 -0.001 0.001
H -3.127054 -0.255499 -2.503966 0.001 0.000 0.000
H -1.126148 -0.769013 -3.633323 0.001 0.002 -0.003
H -1.128803 -1.650376 -2.096332 0.002 -0.005 0.002
H 2.305874 1.960703 -1.360018 -0.007 0.004 0.003
H 1.452215 2.374276 -2.859267 -0.005 0.004 -0.002
H 3.228327 2.378076 -2.796046 0.007 -0.003 0.004
H 4.292820 0.233118 -3.742569 0.001 0.000 0.000
H 3.006312 0.741901 -4.858658 -0.001 0.002 0.001
H 3.444568 -1.996855 -3.597699 0.000 0.001 0.003
H 2.910351 -1.631749 -5.253885 -0.003 -0.005 0.001
H 1.606610 -3.416415 -3.788604 -0.009 0.007 -0.022
H -0.057241 -2.842960 -3.875901 -0.004 0.007 0.011
H 0.826843 -2.796764 -2.334472 0.004 -0.009 0.008
N 2.502877 0.933008 4.282241 0.013 0.009 -0.004
C 3.199811 2.052843 4.041580 -0.015 0.003 0.018
N 3.841585 2.640839 5.082570 0.003 -0.002 0.000
N 3.321441 2.624305 2.865199 -0.068 0.042 -0.002
C 2.692314 2.056557 1.863559 0.101 -0.096 0.005
N 2.163778 1.599041 0.942912 -0.026 0.018 -0.061
H 2.624732 0.452177 5.156042 -0.001 0.001 0.000
H 2.169112 0.368296 3.501708 -0.002 0.001 0.003
H 3.530087 2.444427 6.017167 -0.003 0.002 0.000
H 4.160789 3.578163 4.904019 0.001 0.000 0.000
O -0.885494 2.527606 0.479871 -0.062 -0.013 0.002
C -0.556686 3.849209 0.684102 0.024 0.002 0.015
C -1.851814 4.669454 0.562282 -0.002 -0.004 -0.010
C -2.846382 4.439871 -0.339186 -0.001 0.000 0.006
C -3.889634 5.404118 -0.277500 0.001 0.005 0.002
C -3.667467 6.346271 0.679854 0.003 0.003 -0.007
S -2.193231 6.068470 1.503105 -0.004 0.002 0.009
C 0.434172 4.393994 -0.354820 0.007 0.024 0.011
C 1.781174 4.584236 -0.256210 -0.005 -0.001 0.000
C 2.374501 5.067696 -1.455693 0.003 -0.023 -0.004
C 1.463372 5.234249 -2.451278 -0.005 0.024 0.004
S -0.114633 4.830886 -1.931949 -0.002 -0.040 -0.010
C 0.000223 4.079688 2.086602 0.000 -0.009 -0.001
C 0.665303 5.137405 2.632246 -0.005 0.005 -0.003
C 0.853488 5.010136 4.037863 0.008 -0.004 -0.003
C 0.324658 3.855766 4.525901 -0.001 0.001 0.003
S -0.400412 2.920750 3.287340 0.010 -0.009 -0.005
H -2.823468 3.591891 -1.005662 0.006 0.000 0.002
H -4.764215 5.396259 -0.914062 -0.001 0.000 0.000
H -4.295532 7.179388 0.951584 0.001 0.001 -0.001
H 2.337527 4.387825 0.647278 -0.001 0.007 -0.004
H 3.428608 5.282513 -1.563524 0.000 -0.001 -0.001
H 1.633000 5.589234 -3.455381 0.000 0.006 0.002
H 0.999628 5.985211 2.051653 0.003 0.000 0.000
H 1.357591 5.746570 4.648497 -0.001 0.000 0.001
H 0.325674 3.505954 5.546393 -0.001 0.000 0.000
```
Forces are in eV/Å.

## Properties
- total charge = 0
- relative energy (zero: lowest compared OMol25 entry of this formula, charge and spin) (kcal/mol) = 0.0
- max |F| (eV/A) = 0.14
- highest occupied orbital energy (eV) = -6.95

From a Löwdin analysis of the wavefunction, the atomic charges in e read:
1. Cd 1.408
2. C -0.203
3. C -0.199
4. C -0.323
5. C -0.210
6. C -0.161
7. H 0.079
8. H 0.076
9. H 0.057
10. H 0.061
11. H 0.082
12. C -0.086
13. N -0.097
14. C -0.119
15. C -0.130
16. N -0.091
17. C -0.055
18. C -0.381
19. N 0.038
20. C -0.258
21. C -0.252
22. N 0.024
23. C -0.410
24. N -0.090
25. C -0.050
26. C -0.132
27. C -0.137
28. N -0.077
29. C -0.047
30. H 0.095
31. H 0.011
32. H 0.071
33. H 0.108
34. H 0.124
35. H 0.112
36. H 0.125
37. H 0.089
38. H 0.096
39. H 0.068
40. H 0.114
41. H 0.107
42. H 0.117
43. H 0.098
44. H 0.033
45. H 0.080
46. H 0.092
47. H 0.124
48. H 0.127
49. H 0.125
50. H 0.122
51. H 0.089
52. H 0.080
53. H 0.083
54. N 0.197
55. C -0.514
56. N 0.163
57. N 0.136
58. C -0.344
59. N 0.134
60. H 0.114
61. H 0.062
62. H 0.102
63. H 0.108
64. O -0.341
65. C -0.636
66. C -0.482
67. C -0.178
68. C -0.192
69. C -0.417
70. S 1.066
71. C -0.429
72. C -0.149
73. C -0.194
74. C -0.432
75. S 1.059
76. C -0.499
77. C -0.165
78. C -0.186
79. C -0.425
80. S 1.051
81. H 0.098
82. H 0.099
83. H 0.059
84. H 0.093
85. H 0.102
86. H 0.062
87. H 0.116
88. H 0.098
89. H 0.059

=====

Density functional theory data (wB97M-V/def2-TZVPD) for a molecular structure, C32H42Cl4N3O3S2SiTi.

```
88
Properties=species:S:1:pos:R:3:forces:R:3
Ti -0.187474 0.392660 0.443542 -0.222 0.135 0.295
O -0.758218 -4.465460 -2.981492 0.049 0.044 0.006
C -1.875533 -3.948669 -2.442077 -0.017 0.026 0.000
C -3.081269 -4.596290 -2.712230 0.011 0.006 0.000
C -4.262655 -4.130905 -2.169881 -0.006 0.002 0.009
C -4.271562 -3.011672 -1.342380 -0.004 -0.004 -0.005
C -3.084410 -2.354557 -1.086953 0.025 0.004 0.000
C -1.878664 -2.794071 -1.638021 -0.014 -0.019 -0.012
C -0.643458 -2.039987 -1.343463 -0.065 -0.036 0.059
O -0.781274 -0.845445 -0.840548 0.447 0.147 -0.055
N 0.497533 -2.607253 -1.589766 -0.044 -0.010 -0.025
N 1.606513 -1.847700 -1.254466 0.004 0.049 -0.016
C 2.691253 -2.495818 -1.365360 0.008 -0.041 0.017
S 4.235738 -1.709208 -1.073554 0.003 0.010 -0.057
C 5.140911 -3.261220 -0.875171 0.009 0.013 -0.003
C 4.597743 -4.240402 -1.899001 -0.004 0.005 0.002
S 2.788528 -4.210764 -1.801556 -0.014 0.001 0.001
H 0.000675 -3.933498 -2.636852 -0.026 -0.048 0.016
H -3.056293 -5.472082 -3.347133 0.001 -0.005 -0.004
H -5.187592 -4.651599 -2.386932 -0.002 -0.001 0.000
H -5.193574 -2.657917 -0.901331 -0.002 0.004 0.001
H -3.062512 -1.492719 -0.433139 0.001 0.004 -0.012
H 5.005152 -3.638421 0.138860 -0.002 0.001 0.004
H 6.196988 -3.048388 -1.039465 0.003 -0.004 0.005
H 4.922678 -5.259645 -1.689797 0.001 -0.001 -0.001
H 4.914058 -3.963452 -2.904475 0.002 0.002 0.002
Cl -1.593041 -0.751135 1.920245 -0.031 0.006 -0.030
C 0.313617 1.268855 4.225356 -0.017 0.046 0.029
Cl 0.034250 1.963897 2.503629 -0.029 -0.229 0.028
H 1.326501 0.853537 4.127023 0.012 -0.033 -0.005
H -0.386510 0.424024 4.242112 0.006 -0.015 -0.004
Cl 3.862180 2.778746 -1.242509 -0.010 -0.001 -0.008
C 3.807701 1.618844 0.038799 -0.022 -0.044 -0.033
C 5.015339 1.299082 0.689108 0.007 -0.003 0.005
C 5.050426 0.362769 1.676875 0.015 -0.002 0.028
Cl 6.571258 -0.021097 2.439193 -0.006 -0.004 -0.003
C 3.873446 -0.306570 2.086804 -0.033 -0.003 0.057
C 3.788733 -1.294095 3.094463 0.029 0.051 -0.041
C 2.576550 -1.844650 3.384293 -0.053 -0.003 -0.007
C 1.430917 -1.425960 2.676224 0.016 0.011 -0.005
N 1.490455 -0.540663 1.710929 -0.014 -0.078 0.002
C 2.684376 0.030926 1.423315 0.009 0.012 0.013
C 2.624895 1.000470 0.381250 -0.026 -0.049 -0.081
O 1.451199 1.205072 -0.174978 -0.067 -0.037 -0.140
H 5.921206 1.803801 0.384310 -0.003 0.002 -0.005
H 4.682160 -1.591192 3.626751 0.002 0.004 0.005
H 2.469696 -2.588595 4.161052 -0.002 0.001 0.001
H 0.453287 -1.830130 2.899366 0.004 -0.001 -0.011
C -0.313074 1.354651 -3.251183 -0.072 0.001 0.008
C -1.648952 1.902176 -2.713968 0.014 0.024 -0.001
C -2.076550 3.054992 -3.638958 0.002 0.028 0.002
C -2.700464 0.803035 -2.913750 -0.015 -0.007 -0.003
Si -1.526819 2.427148 -0.818656 0.038 0.017 0.003
C -0.594552 4.152728 -0.737913 -0.005 -0.001 0.020
C -1.490598 5.352048 -1.084997 -0.009 -0.005 0.005
C 0.004328 4.423018 0.648459 0.003 0.050 -0.063
C 0.599805 4.175637 -1.701164 -0.008 0.006 0.004
C -3.331753 2.613047 -0.088851 0.011 -0.012 -0.009
C -4.296519 3.398560 -0.990931 -0.018 -0.016 -0.004
C -3.259368 3.325806 1.269912 -0.013 0.020 -0.020
C -3.993622 1.251000 0.169254 0.007 -0.004 0.015
H -0.458297 1.031573 -4.290137 -0.001 0.001 -0.001
H 0.043508 0.493673 -2.689111 0.002 -0.050 0.045
H 0.480284 2.097132 -3.248600 0.033 0.049 0.020
H -2.205078 2.657647 -4.654056 0.000 0.000 -0.006
H -1.338400 3.851801 -3.699059 0.005 0.010 0.004
H -3.027401 3.498464 -3.340939 0.023 -0.006 -0.013
H -2.632148 0.424595 -3.941330 -0.002 0.002 -0.002
H -3.715151 1.181020 -2.777466 0.036 -0.037 -0.001
H -2.557244 -0.039404 -2.244752 0.014 -0.065 0.030
H -2.252690 5.530405 -0.325711 -0.002 0.004 -0.034
H -1.987377 5.253340 -2.050010 -0.005 -0.004 -0.024
H -0.863303 6.251502 -1.127769 -0.002 0.003 -0.002
H -0.720281 4.364320 1.457961 0.000 0.010 -0.008
H 0.434068 5.433046 0.653704 -0.002 0.014 -0.012
H 0.807786 3.722879 0.873101 -0.016 0.061 -0.037
H 0.305517 4.226614 -2.747634 -0.002 -0.016 -0.024
H 1.241111 3.309880 -1.560180 0.014 -0.024 0.000
H 1.201202 5.069228 -1.491055 0.002 0.000 -0.003
H -3.936337 4.391780 -1.250496 0.025 0.043 -0.002
H -5.249013 3.522338 -0.459953 -0.005 0.005 0.004
H -4.515076 2.863880 -1.917026 -0.001 0.037 0.042
H -2.921352 4.358689 1.181324 -0.005 -0.029 0.019
H -2.597775 2.811973 1.967651 0.031 -0.032 0.023
H -4.262032 3.347587 1.714388 -0.002 -0.002 0.009
H -4.148325 0.677592 -0.744218 0.008 -0.004 -0.005
H -4.980078 1.420611 0.619532 -0.011 0.001 -0.004
H -3.420087 0.642125 0.864665 -0.005 0.013 0.004
```
Forces are in eV/Å.

## Properties
- total charge = -1
- relative energy (zero: lowest compared OMol25 entry of this formula, charge and spin) (kcal/mol) = 12.8
- max |F| (eV/A) = 0.47
- highest occupied orbital energy (eV) = -3.67

From a Löwdin analysis of the wavefunction, the atomic charges in e read:
1. Ti 0.669
2. O 0.044
3. C -0.267
4. C -0.024
5. C -0.091
6. C -0.084
7. C -0.035
8. C -0.067
9. C -0.372
10. O -0.266
11. N 0.019
12. N -0.026
13. C -0.882
14. S 0.975
15. C -0.523
16. C -0.541
17. S 0.930
18. H 0.045
19. H 0.111
20. H 0.098
21. H 0.099
22. H 0.072
23. H 0.077
24. H 0.077
25. H 0.072
26. H 0.072
27. Cl 0.163
28. C -0.473
29. Cl 0.450
30. H -0.101
31. H -0.111
32. Cl 0.734
33. C -0.584
34. C -0.146
35. C -0.623
36. Cl 0.668
37. C -0.193
38. C -0.016
39. C -0.029
40. C -0.138
41. N 0.010
42. C -0.192
43. C -0.382
44. O -0.243
45. H 0.103
46. H 0.092
47. H 0.108
48. H 0.060
49. C -0.093
50. C -0.597
51. C -0.103
52. C -0.102
53. Si 0.875
54. C -0.604
55. C -0.104
56. C -0.155
57. C -0.129
58. C -0.617
59. C -0.102
60. C -0.108
61. C -0.124
62. H 0.083
63. H 0.056
64. H 0.061
65. H 0.083
66. H 0.055
67. H 0.059
68. H 0.088
69. H 0.063
70. H 0.043
71. H 0.061
72. H 0.058
73. H 0.082
74. H 0.041
75. H 0.084
76. H 0.027
77. H 0.058
78. H 0.012
79. H 0.084
80. H 0.057
81. H 0.081
82. H 0.058
83. H 0.057
84. H 0.051
85. H 0.083
86. H 0.055
87. H 0.084
88. H -0.002

=====

Question: The lowest max |F| belongs to which entry?
Answer: C32H42CdN10OS3